{"formula": "C18H36N7O5Ru", "method": "ωB97M-V/def2-TZVPD", "elements": ["Ru", "C", "O", "C", "O", "N", "N", "H", "H", "H", "H", "H", "H", "C", "N", "C", "C", "C", "N", "C", "C", "H", "H", "H", "H", "H", "H", "H", "H", "H", "H", "H", "H", "H", "H", "H", "H", "N", "C", "O", "C", "C", "H", "H", "H", "H", "H", "H", "O", "C", "N", "C", "O", "C", "C", "C", "C", "N", "C", "H", "H", "H", "H", "H", "H", "H", "H"], "positions_angstrom": [[-0.34130, 0.28555, -0.62505], [-0.48734, -5.18894, -2.11713], [-0.98771, -3.85740, -2.24215], [-0.24478, -2.79654, -1.96010], [-0.74873, -1.68218, -1.98078], [1.04618, -2.98061, -1.58232], [1.74154, -1.80383, -1.22982], [-1.32760, -5.83561, -2.36432], [-0.16475, -5.39354, -1.09386], [0.32439, -5.38703, -2.82006], [1.57133, -3.79767, -1.86970], [2.09385, -1.32223, -2.06109], [2.53047, -2.05935, -0.64099], [-0.94064, 0.29518, 2.65287], [-1.38452, -0.39235, 1.43513], [-0.90128, -1.77767, 1.48006], [-2.85464, -0.33769, 1.35413], [-3.46108, -0.85683, 0.04555], [-3.11825, -0.09298, -1.16000], [-3.69552, 1.20992, -1.20431], [-3.45025, -0.84790, -2.37488], [-1.30917, -0.21732, 3.55028], [-1.30065, 1.32366, 2.67163], [0.14967, 0.31320, 2.69594], [-1.32811, -2.31972, 2.33433], [0.18742, -1.77322, 1.58608], [-1.16349, -2.30014, 0.55957], [-3.16394, 0.69758, 1.53603], [-3.28682, -0.95153, 2.15859], [-4.55256, -0.89578, 0.17594], [-3.12545, -1.87908, -0.11956], [-4.57153, 1.34281, -0.55206], [-3.93609, 1.49314, -2.23167], [-2.87328, 2.56026, 0.12245], [-4.53482, -0.94365, -2.50556], [-3.01624, -1.84198, -2.32065], [-3.01827, -0.34578, -3.23851], [-3.04646, 4.16505, -1.93605], [-2.11435, 3.18558, -1.66990], [-2.64935, 2.15285, -0.74338], [-0.73320, 3.55943, -1.24224], [-0.15976, 2.64837, -0.17159], [-3.84625, 3.95396, -2.51794], [-2.66525, 5.07987, -2.12896], [-0.74369, 4.60540, -0.88826], [-0.07688, 3.54214, -2.11900], [-0.71734, 2.73638, 0.77296], [0.87093, 2.93142, 0.02255], [3.28655, -1.41868, 4.60047], [4.21110, -0.44555, 4.19925], [3.85714, -0.13356, 2.83227], [4.37827, 0.91218, 2.15597], [5.17960, 1.68729, 2.62122], [3.84193, 1.07857, 0.76039], [4.61760, 1.72185, -0.20479], [4.08254, 1.92535, -1.46679], [2.78809, 1.49013, -1.72057], [2.04243, 0.89028, -0.79968], [2.55646, 0.69381, 0.41071], [3.52644, -1.74725, 5.47263], [5.24733, -0.82025, 4.24981], [4.13699, 0.47506, 4.79901], [3.30310, -0.84963, 2.38746], [5.60969, 2.05433, 0.05621], [4.65260, 2.42238, -2.23416], [2.32691, 1.62791, -2.68943], [1.88079, 0.23259, 1.12778]], "total_charge": 2, "de_lowest_kj_mol": 487.7, "e_homo_ha": [-0.4633, -0.5113], "spin_multiplicity": 6, "total_energy_ha": -1561.1103, "s2": 8.76, "orbital_gap_ev": [7.80, 7.77]}

{"formula": "C3H15NO4", "method": "ωB97M-V/def2-TZVPD", "elements": ["C", "C", "C", "N", "H", "H", "H", "H", "H", "H", "H", "O", "H", "H", "O", "H", "H", "O", "H", "H", "O", "H", "H"], "positions_angstrom": [[-1.44694, -0.57091, 1.74317], [-1.83502, 0.70099, 1.20707], [-0.89852, 1.36367, 0.44952], [-1.06841, 2.61483, -0.21223], [-2.17730, -0.84156, 2.59173], [-1.55105, -1.32462, 0.94801], [-0.42388, -0.70285, 2.12768], [-2.77031, 1.33594, 1.43270], [0.00731, 0.85629, 0.31577], [-0.21306, 3.38565, -0.14614], [-1.87471, 3.16379, 0.39609], [1.28198, 0.88493, -2.53198], [0.74560, 0.59368, -1.71191], [1.30238, 1.91519, -2.43079], [1.68404, -0.42564, 1.92008], [1.92906, -1.26222, 1.48713], [1.64331, -0.63301, 2.83542], [-1.20938, -2.03376, -3.08447], [-1.62061, -1.45401, -2.50313], [-0.44816, -1.50952, -3.55511], [2.78812, -1.91189, -0.13060], [2.55101, -2.55827, -0.85899], [3.60453, -1.58671, -0.28900]], "total_charge": 0, "de_lowest_kj_mol": 292.5, "e_homo_ha": -0.2931, "total_energy_ha": -478.9174, "orbital_gap_ev": 8.42, "smiles": "C/C=C/N.O.O.O.O"}

{"formula": "C33H38HfN4O4P2", "method": "ωB97M-V/def2-TZVPD", "elements": ["Hf", "C", "O", "C", "C", "C", "C", "C", "C", "N", "N", "C", "O", "C", "C", "C", "C", "C", "C", "C", "O", "H", "H", "H", "H", "H", "H", "H", "H", "H", "H", "H", "H", "C", "C", "O", "N", "C", "C", "C", "C", "C", "C", "N", "H", "H", "H", "H", "H", "H", "H", "H", "H", "H", "C", "P", "C", "C", "C", "C", "C", "C", "C", "P", "C", "C", "H", "H", "H", "H", "H", "H", "H", "H", "H", "H", "H", "H", "H", "H", "H", "H"], "positions_angstrom": [[-0.12536, 0.43505, -0.00934], [1.95775, 3.65556, -4.45110], [1.43299, 2.98640, -3.29947], [1.11822, 3.75395, -2.22923], [1.45889, 5.08505, -2.08206], [1.04181, 5.81381, -0.96042], [0.27894, 5.20919, 0.00296], [-0.04147, 3.84365, -0.10588], [-0.97693, 3.28159, 0.84441], [-1.19730, 2.01765, 0.91676], [-2.29628, 1.55034, 1.66276], [-2.68068, 0.40595, 1.18278], [-2.03586, -0.18268, 0.17189], [-3.85318, -0.27534, 1.76094], [-4.49382, 0.24697, 2.88360], [-5.58316, -0.41627, 3.42365], [-6.03810, -1.59764, 2.84687], [-5.40364, -2.11677, 1.72546], [-4.30811, -1.45781, 1.18448], [0.40125, 3.10483, -1.21398], [0.08704, 1.80010, -1.37028], [1.96498, 2.92443, -5.25223], [2.97402, 4.00703, -4.27023], [1.32315, 4.49526, -4.73389], [2.04147, 5.57915, -2.84643], [1.30460, 6.85944, -0.87556], [-0.09333, 5.77216, 0.85092], [-1.57954, 3.94607, 1.45860], [-4.14122, 1.17366, 3.31853], [-6.08755, -0.00763, 4.28963], [-6.89327, -2.10997, 3.26985], [-5.76889, -3.02795, 1.26932], [-3.80538, -1.85219, 0.31013], [3.43599, 1.61400, 2.63086], [2.02072, 1.14581, 2.47009], [1.45627, 1.19559, 1.35403], [1.38880, 0.71310, 3.55119], [-0.04203, 0.41170, 3.62879], [-0.46081, -0.91567, 3.03678], [-1.30645, -1.74406, 3.75413], [-1.71680, -2.94826, 3.20647], [-1.21050, -3.32203, 1.97165], [-0.37009, -2.44588, 1.32835], [-0.02126, -1.23578, 1.80725], [3.68460, 2.30050, 1.82702], [4.11243, 0.75968, 2.58529], [3.57979, 2.11287, 3.58859], [1.92322, 0.67351, 4.40522], [-0.60810, 1.22337, 3.17443], [-0.29917, 0.41324, 4.68380], [-1.64468, -1.43953, 4.73626], [-2.40023, -3.59291, 3.74516], [-1.45179, -4.27551, 1.52067], [0.08947, -2.73205, 0.38956], [2.89844, 0.18177, -2.83690], [2.36653, -0.40504, -1.19319], [3.92559, -0.29374, -0.27582], [2.12886, -2.18654, -1.52457], [3.13800, -3.13260, -1.37346], [2.90910, -4.46726, -1.68596], [1.67062, -4.86468, -2.16799], [0.65490, -3.92983, -2.32249], [0.87084, -2.59054, -2.00314], [-0.49121, -1.37782, -2.04101], [-2.01047, -2.35770, -2.11331], [-0.48015, -0.55235, -3.67542], [3.71330, -0.46244, -3.16772], [3.24189, 1.21443, -2.76512], [2.08970, 0.14867, -3.56071], [4.74813, -0.64857, -0.89494], [3.88699, -0.87307, 0.64657], [4.10396, 0.75207, -0.03241], [4.11466, -2.84013, -1.00683], [3.70030, -5.19479, -1.55531], [1.49022, -5.90244, -2.41931], [-0.30835, -4.26023, -2.69009], [-2.08023, -3.06285, -1.28509], [-2.05760, -2.89144, -3.06175], [-2.85192, -1.66718, -2.05361], [-0.05217, -1.20801, -4.43354], [0.05562, 0.39399, -3.63596], [-1.51694, -0.33636, -3.93996]], "total_charge": 2, "e_homo_ha": -0.4853, "total_energy_ha": -2530.7568, "orbital_gap_ev": 7.72}

no.,maximum force (eV/A)
1,1.4
2,5.6
3,2.4